Run i
9
Properties=species:S:1:pos:R:3:mulliken_charge:R:1 method="wB97M-V/def2-TZVPD" smiles="[SiH3]C(Cl)=C(Cl)Cl" orbital_gap_ev=9.7 spin_multiplicity=1 e_lumo_ha=0.023 homo_ev=-9.07
C 0.410 -0.559 -0.388 0.124
Si -1.390 -0.026 0.169 0.518
Cl 3.041 0.354 -0.262 -0.141
C 1.360 0.417 -0.017 0.202
H -0.821 0.295 1.467 -0.080
Cl 0.892 -2.063 -1.017 -0.179
H -2.194 -1.212 -0.075 -0.153
H -2.028 0.950 -0.577 -0.110
Cl 0.729 1.845 0.700 -0.180


Run ii
9
Properties=species:S:1:pos:R:3:mulliken_charge:R:1 method="wB97M-V/def2-TZVPD" orbital_gap_ev=7.4 spin_multiplicity=1 e_lumo_ha=-0.037 homo_ev=-8.43
H -0.480 1.208 0.009 -0.095
H 1.359 -0.085 1.161 0.166
Si 0.379 -0.030 -0.105 0.385
C 2.109 -0.339 -0.292 -0.186
Cl 3.088 1.012 -0.669 -0.119
Cl 3.353 -2.778 1.734 -0.016
H -0.262 -1.244 0.161 -0.088
C 2.792 -1.314 2.398 0.004
Cl 4.157 -0.431 2.962 -0.051


Among the structures above, stability is smallest for run ii.